Entry 1:
16
Properties=species:S:1:pos:R:3:forces:R:3:lowdin_charge:R:1 method="wB97M-V/def2-TZVPD" e_homo_ha=-0.12379 multiplicity=1 total_charge=-1 smiles=CC(C)n1nnnc1[S-]
S -0.475 -3.607 -1.261 -0.7 -0.8 0.4 0.37
N 0.840 -1.238 -1.309 -0.7 -2.0 -0.1 -0.14
N 1.808 -0.653 -2.009 0.0 2.5 0.4 -0.06
N 1.437 -2.538 -2.974 -1.4 -0.5 1.3 -0.05
N 2.099 -1.378 -2.998 0.5 -0.8 -0.2 -0.13
C 1.099 0.390 0.525 0.8 -1.1 -3.3 -0.07
C -1.217 -0.090 -0.482 -2.0 -1.5 -2.6 -0.10
C 0.615 -2.500 -1.861 1.4 1.8 -1.4 -0.94
C 0.128 -0.665 -0.152 2.6 0.4 1.1 -0.40
H 0.589 1.013 1.181 -1.0 1.2 1.1 0.03
H -1.364 0.889 -1.043 0.9 -1.1 0.8 0.09
H -1.738 -0.907 -1.142 0.8 1.5 1.0 0.08
H 1.874 -0.141 1.041 0.5 -0.3 0.4 0.05
H 1.628 0.969 -0.314 -1.0 -0.6 1.3 0.08
H -1.841 -0.096 0.390 -0.3 0.3 0.7 0.05
H 0.065 -1.542 0.568 -0.5 1.0 -0.9 0.12

Entry 2:
13
Properties=species:S:1:pos:R:3:forces:R:3:lowdin_charge:R:1 method="wB97M-V/def2-TZVPD" e_homo_ha=-0.31394 multiplicity=1 total_charge=0 smiles="CN/C=C1/CO1"
O 0.410 -0.688 1.560 0.1 -0.1 0.0 0.01
N 0.620 -0.050 -1.234 0.0 0.0 0.1 -0.10
C -0.899 -1.225 1.903 -0.3 -0.1 0.2 -0.05
C -0.626 -0.331 -0.630 -0.1 -0.1 0.2 -0.13
C 0.865 1.393 -1.245 0.1 0.3 -0.1 -0.12
C -0.628 -0.553 0.674 0.0 -0.4 -0.3 -0.28
H 0.689 1.805 -2.243 0.1 0.1 0.1 0.07
H -1.524 -0.267 -1.235 0.1 -0.1 0.2 0.11
H -1.384 -0.745 2.747 0.0 0.0 -0.1 0.11
H -0.948 -2.310 1.855 0.0 0.1 0.2 0.11
H 1.891 1.603 -0.938 0.0 0.0 -0.2 0.08
H 1.335 -0.524 -0.688 -0.1 0.2 -0.2 0.10
H 0.197 1.890 -0.527 0.2 0.1 -0.2 0.08

Entry 3:
13
Properties=species:S:1:pos:R:3:forces:R:3:lowdin_charge:R:1 method="wB97M-V/def2-TZVPD" e_homo_ha=-0.34488 multiplicity=1 total_charge=0 smiles="CC(=O)[C@H]1CN1"
O 0.525 1.580 0.164 0.8 0.2 0.5 0.05
N -1.564 0.685 -1.096 0.5 -1.5 -0.4 0.08
C -1.824 -0.126 0.028 -1.1 -0.4 0.7 -0.25
C -0.455 -0.419 -0.406 -0.7 1.4 -1.0 -0.11
C 1.946 -0.305 0.428 0.0 -0.1 0.1 -0.01
C 0.658 0.375 0.068 0.1 0.8 0.7 -0.46
H -1.994 0.317 0.993 0.0 0.2 0.3 0.12
H 2.603 -0.292 -0.428 0.3 0.0 -0.4 0.09
H -0.227 -1.436 -0.741 -0.4 0.7 -0.8 0.14
H -2.493 -0.933 -0.217 -0.3 -0.3 0.3 0.11
H -1.433 1.656 -0.756 1.1 -1.0 -0.3 0.09
H 1.826 -1.336 0.735 -0.2 -0.3 0.0 0.08
H 2.431 0.234 1.226 0.1 0.3 0.2 0.08

Entry 4:
13
Properties=species:S:1:pos:R:3:forces:R:3:lowdin_charge:R:1 method="wB97M-V/def2-TZVPD" e_homo_ha=-0.35913 multiplicity=1 total_charge=0 smiles="CC(=O)[C@H]1CN1"
O 0.868 -1.303 -0.679 -0.4 0.2 0.1 0.07
N 0.641 1.622 -0.684 0.0 0.0 -0.2 0.04
C 0.023 0.689 0.272 -0.2 -0.1 0.1 -0.25
C -0.087 -0.739 -0.180 0.3 -0.2 -0.2 -0.41
C 1.384 1.240 0.498 0.2 0.0 0.2 -0.14
C -1.433 -1.423 -0.064 0.0 0.0 0.0 -0.01
H -2.245 -0.715 0.122 0.2 -0.1 0.0 0.08
H -0.823 1.095 0.822 0.1 0.0 -0.1 0.13
H -1.625 -1.972 -0.990 0.0 0.1 0.1 0.09
H -1.408 -2.157 0.750 0.0 0.2 -0.1 0.09
H 0.982 1.089 -1.482 0.0 0.0 0.1 0.10
H 1.514 2.033 1.230 0.0 -0.2 -0.1 0.10
H 2.209 0.541 0.384 -0.1 0.1 0.0 0.11

Calculated lowest unoccupied orbital energy (eV), listed in the same order as above: 3.6, 1.1, 0.8, 1.1
Calculated electronic energy (eV), listed in the same order as above: -21057.530, -7796.165, -7796.881, -7797.910
Calculated ΔE to the lowest compared entry with this formula, charge and spin (eV), listed in the same order as above: 0.000, 3.479, 2.763, 1.735